1.
Entry from OMol25: a 3-piece molecular cluster, C4H15NO3 overall at a distorted geometry (ωB97M-V with the def2-TZVPD basis set).

```
23
Properties=species:S:1:pos:R:3
C 1.099 -4.626 0.307
O 0.010 -3.800 -0.010
C -0.449 -2.967 1.059
C -1.166 -1.667 0.504
C -0.048 -0.666 0.019
N -1.947 -0.908 1.441
H 1.285 -4.853 1.356
H 1.944 -3.997 0.028
H 1.321 -5.525 -0.269
H -1.189 -3.547 1.610
H 0.392 -2.702 1.699
H -1.807 -1.816 -0.365
H -0.350 0.298 -0.389
H 0.588 -1.033 -0.787
H 0.632 -0.306 0.790
H -1.458 -0.934 2.324
H -2.015 0.057 1.150
O 1.568 4.975 -3.572
H 0.950 4.458 -4.089
H 1.042 5.333 -2.857
O -0.141 7.717 -0.139
H -0.832 8.380 -0.164
H 0.569 8.129 0.353
```

Properties
structure (SMILES): COC[C@H](C)N.O.O
energy relative to the best compared isomer or geometry (same formula, charge and spin): 193.46 kJ/mol
E_HOMO: -0.334 Eh

=====

2.
Entry from OMol25: a 3-piece molecular cluster, C4H15NO3 overall at a distorted geometry (ωB97M-V with the def2-TZVPD basis set).

```
23
Properties=species:S:1:pos:R:3
C 0.933 -1.200 1.694
C -0.306 -0.960 0.924
N -0.041 -1.751 -0.382
C -0.584 0.464 0.654
C -2.067 1.020 0.509
O -2.262 1.643 -0.810
H 0.841 -2.230 1.965
H 0.885 -0.722 2.658
H 1.812 -1.003 1.013
H -1.146 -1.339 1.356
H -0.855 -2.036 -0.900
H 0.770 -1.356 -0.817
H -0.389 1.066 1.453
H -0.074 1.032 -0.149
H -2.703 0.047 0.757
H -2.396 1.867 1.282
H -3.089 1.197 -1.305
O 0.401 0.795 -3.462
H 0.486 -0.122 -3.142
H -0.180 1.249 -2.717
O 3.675 0.643 -0.211
H 2.785 0.103 -0.036
H 3.507 1.593 -0.333
```

Properties
structure (SMILES): C[C@H](N)CCO.O.O
energy relative to the best compared isomer or geometry (same formula, charge and spin): 295.46 kJ/mol
E_HOMO: -0.347 Eh

=====

3.
Entry from OMol25: a 3-piece molecular cluster, C4H15NO3 overall at a distorted geometry (ωB97M-V with the def2-TZVPD basis set).

```
23
Properties=species:S:1:pos:R:3
C 1.803 1.171 0.522
N 0.876 0.218 -0.069
C 0.987 -1.108 0.540
C 1.106 0.225 -1.555
C -0.187 -0.415 -2.277
O -0.700 -1.555 -1.598
H 1.383 1.405 1.531
H 2.854 0.991 0.633
H 1.722 2.214 0.051
H -0.061 -1.286 0.901
H 1.813 -1.169 1.339
H 1.262 -2.000 -0.119
H 1.964 -0.362 -1.872
H 1.188 1.272 -1.823
H 0.354 -0.821 -3.162
H -0.926 0.339 -2.091
H -1.255 -1.235 -0.820
O -2.173 1.292 1.060
H -1.313 0.904 1.055
H -2.313 2.035 1.639
O -2.799 -0.743 2.472
H -3.010 0.011 1.858
H -2.575 -1.384 1.784
```

Properties
structure (SMILES): CN(C)CCO.O.O
energy relative to the best compared isomer or geometry (same formula, charge and spin): 262.98 kJ/mol
E_HOMO: -0.335 Eh

=====

4.
Entry from OMol25: a 3-piece molecular cluster, C4H15NO3 overall at a distorted geometry (ωB97M-V with the def2-TZVPD basis set).

```
23
Properties=species:S:1:pos:R:3
C 18.713 -8.246 2.735
O 18.782 -7.267 3.765
C 18.486 -7.927 4.999
C 18.618 -6.874 6.078
C 20.086 -6.432 6.267
N 17.960 -7.272 7.313
H 19.491 -9.001 2.849
H 18.790 -7.740 1.771
H 17.710 -8.689 2.731
H 17.495 -8.369 4.892
H 19.198 -8.737 5.201
H 18.096 -5.982 5.725
H 20.212 -5.362 6.426
H 20.583 -6.624 5.307
H 20.627 -6.957 7.052
H 18.022 -6.600 8.062
H 18.294 -8.148 7.693
O 17.663 -4.623 3.233
H 16.844 -5.134 3.254
H 18.356 -5.288 3.354
O 15.311 -7.049 3.412
H 14.869 -7.844 3.094
H 15.246 -7.100 4.375
```

Properties
structure (SMILES): COC[C@H](C)N.O.O
energy relative to the best compared isomer or geometry (same formula, charge and spin): 87.38 kJ/mol
E_HOMO: -0.341 Eh

=====

5.
Entry from OMol25: C4H16B2Be2Cl8 as an isolated structure at a distorted geometry (ωB97M-V with the def2-TZVPD basis set).

```
32
Properties=species:S:1:pos:R:3
Be 3.710 0.951 -1.253
Be 1.215 -1.945 3.705
B -0.099 0.190 0.542
H -0.168 -0.886 0.515
H 0.812 0.461 1.053
H -0.049 0.543 -0.476
H -0.992 0.560 1.021
B 4.493 -1.609 1.647
H 4.691 -2.477 2.257
H 3.581 -1.751 1.087
H 4.365 -0.746 2.282
H 5.296 -1.356 0.972
C 1.318 4.558 3.354
Cl 2.546 4.474 2.111
Cl 1.542 3.280 4.684
H 1.469 5.493 3.894
H 0.331 4.392 2.923
C 0.347 -4.769 -2.735
Cl 1.590 -3.472 -3.038
Cl 0.378 -5.313 -1.079
H -0.570 -4.214 -2.933
H 0.525 -5.539 -3.485
C -5.593 -1.230 0.648
Cl -7.361 -1.491 0.793
Cl -5.085 -2.272 -0.745
H -5.376 -0.173 0.496
H -5.175 -1.570 1.596
C -1.723 3.157 -4.001
Cl -0.882 4.373 -3.120
Cl -0.484 2.197 -4.819
H -2.206 2.551 -3.234
H -2.447 3.634 -4.662
```

Properties
energy relative to the best compared isomer or geometry (same formula, charge and spin): 1417.37 kJ/mol
total charge: +2
E_HOMO: -0.542 Eh

=====

6.
Entry from OMol25: C4H16BCl2CoN4O16 as an isolated structure at a distorted geometry (ωB97M-V with the def2-TZVPD basis set).

```
44
Properties=species:S:1:pos:R:3
Co 0.170 -0.679 0.071
Cl 0.530 -1.685 3.806
O 1.186 -2.927 4.145
O 0.751 -1.275 2.403
O -0.860 -1.796 4.098
O 1.043 -0.570 4.619
Cl -3.353 -2.071 1.067
O -3.813 -2.925 0.042
O -1.955 -1.790 0.918
O -4.148 -0.867 0.903
O -3.522 -2.601 2.411
B 1.141 -2.506 -0.774
H 1.624 -1.820 -0.096
H 1.834 -2.826 -1.536
H 0.835 -3.361 -0.191
H 0.274 -2.050 -1.227
C 3.099 1.002 -3.195
N 1.709 1.265 -2.635
O 1.159 0.497 -1.880
O 1.232 2.274 -3.154
H 3.830 1.488 -2.548
H 2.973 1.324 -4.228
H 3.383 -0.025 -2.965
C 4.076 0.338 1.943
N 2.881 1.219 1.626
O 2.753 2.286 2.297
O 2.171 0.815 0.705
H 3.678 -0.675 1.995
H 4.286 0.485 3.002
H 4.869 0.393 1.197
C -2.330 2.833 0.658
N -1.034 2.176 0.974
O -0.331 2.710 1.797
O -0.788 1.070 0.413
H -2.357 3.822 1.115
H -3.082 2.049 0.752
H -2.402 2.924 -0.426
C -3.725 0.372 -2.487
N -2.293 -0.001 -2.711
O -1.819 0.125 -3.816
O -1.519 -0.152 -1.792
H -4.247 -0.374 -3.087
H -3.906 1.417 -2.737
H -4.001 0.089 -1.472
```

Properties
energy relative to the best compared isomer or geometry (same formula, charge and spin): 339.26 kJ/mol
spin multiplicity: 4
total charge: -1
E_HOMO (spin up / spin down): -0.228 / -0.228 Eh

=====

7.
Entry from OMol25: C4H16FN3O15V2 as an isolated structure at a distorted geometry (ωB97M-V with the def2-TZVPD basis set).

```
41
Properties=species:S:1:pos:R:3
O -2.161 -0.843 -3.229
V -2.463 -1.213 -1.747
O -3.826 2.256 0.792
V -3.060 2.415 -0.583
N -0.243 0.825 -0.560
O -1.080 1.732 -0.300
O 0.884 0.916 -0.152
O -0.618 -0.220 -1.154
N -2.548 -1.229 1.554
O -2.646 -1.559 0.287
O -2.407 -0.054 1.815
O -2.597 -2.115 2.376
N -1.747 3.110 -3.502
O -2.481 3.160 -2.399
O -0.888 2.257 -3.561
O -1.982 3.913 -4.370
F -3.444 0.584 -1.341
C 1.465 -0.706 2.558
O 2.482 -1.319 3.346
H 1.992 0.000 1.916
H 0.924 -1.465 1.993
H 0.823 -0.035 3.135
H 2.110 -1.585 4.190
C 1.071 3.650 2.037
O 2.139 2.871 1.556
H 1.455 4.429 2.693
H 0.541 4.117 1.200
H 0.368 3.049 2.626
H 1.785 2.346 0.829
C -0.127 -3.223 -1.260
O -1.430 -3.087 -1.891
H 0.479 -2.352 -1.497
H -0.201 -3.340 -0.180
H 0.396 -4.093 -1.656
H -1.652 -3.955 -2.240
C 3.280 -1.845 -0.443
O 2.884 -0.825 -1.339
H 2.417 -2.205 0.132
H 3.668 -2.679 -1.028
H 4.059 -1.531 0.258
H 2.379 -0.155 -0.861
```

Properties
energy relative to the best compared isomer or geometry (same formula, charge and spin): 0.00 kJ/mol
spin multiplicity: 3
E_HOMO (spin up / spin down): -0.368 / -0.368 Eh

=====

8.
Entry from OMol25: C4H16KN8O4 as an isolated structure at a distorted geometry (ωB97M-V with the def2-TZVPD basis set).

```
33
Properties=species:S:1:pos:R:3
K 6.932 -25.483 -2.451
C 9.200 -25.674 -5.455
O 8.257 -25.527 -4.756
N 9.333 -25.475 -6.715
N 10.191 -26.389 -5.129
H 10.156 -25.662 -7.270
H 8.694 -24.841 -7.173
H 10.974 -26.260 -5.753
H 10.287 -26.846 -4.234
C 3.456 -25.990 -4.246
O 4.390 -25.264 -3.865
N 2.247 -25.935 -3.711
N 3.549 -27.105 -4.943
H 1.598 -26.333 -4.374
H 1.958 -25.291 -2.989
H 4.489 -27.338 -5.230
H 2.771 -27.702 -5.183
C 7.129 -22.896 0.254
O 7.332 -24.049 -0.124
N 6.065 -22.506 0.862
N 7.927 -21.859 0.050
H 5.695 -21.580 0.701
H 5.441 -23.251 1.138
H 8.720 -22.052 -0.545
H 7.710 -20.928 0.377
C 4.360 -27.778 -1.097
O 4.769 -26.632 -1.227
N 4.709 -28.401 -0.069
N 3.544 -28.508 -1.872
H 4.217 -29.263 0.118
H 5.119 -27.821 0.650
H 3.361 -28.094 -2.775
H 3.170 -29.394 -1.566
```

Properties
energy relative to the best compared isomer or geometry (same formula, charge and spin): 287.38 kJ/mol
total charge: +1
E_HOMO: -0.458 Eh

=====

9.
Entry from OMol25: a 4-piece molecular cluster, C4H16N2O2 overall at a distorted geometry (ωB97M-V with the def2-TZVPD basis set).

```
24
Properties=species:S:1:pos:R:3
C 1.869 -0.478 -1.029
N 1.227 -1.305 0.005
C 1.175 -0.593 1.302
C -0.325 -0.406 1.769
C -0.711 0.895 1.197
N -2.931 0.514 -1.714
H 1.142 0.099 -1.617
H 2.607 -1.004 -1.651
H 2.432 0.275 -0.464
H 0.264 -1.538 -0.387
H 1.867 -1.193 1.912
H 1.507 0.432 1.235
H -0.367 -0.407 2.862
H 0.027 1.739 1.356
H -0.786 1.158 0.153
H -1.735 1.185 1.495
H -3.282 -0.016 -2.505
H -3.018 1.496 -1.971
H -0.882 -1.277 1.405
H -1.009 -2.080 -1.855
O -1.238 -1.390 -1.209
H -1.967 0.207 -1.462
H 1.467 3.192 0.096
O 1.410 2.281 0.426
```

Properties
energy relative to the best compared isomer or geometry (same formula, charge and spin): 927.96 kJ/mol
E_HOMO: -0.322 Eh

=====

10.
Entry from OMol25: a 3-piece molecular cluster, C4H16N2O2 overall at a distorted geometry (ωB97M-V with the def2-TZVPD basis set).

```
24
Properties=species:S:1:pos:R:3
C 2.333 0.582 -0.320
N 1.655 -0.663 -0.712
C 0.646 -1.048 0.301
C 1.223 -1.876 1.422
C 0.578 -3.189 1.756
N -0.614 -3.042 2.662
H 3.132 0.864 -1.030
H 2.724 0.456 0.689
H 1.594 1.380 -0.289
H 1.209 -0.433 -1.596
H -0.085 -1.658 -0.303
H 0.160 -0.066 0.485
H 2.240 -2.128 1.136
H 1.320 -1.200 2.280
H 0.330 -3.958 1.000
H 1.223 -3.854 2.350
H -1.045 -2.160 2.381
H -1.292 -3.757 2.418
O -2.059 4.496 -1.366
H -1.208 4.899 -1.169
H -2.358 5.051 -2.115
O -4.063 4.175 -3.502
H -3.477 3.462 -3.808
H -4.165 3.667 -2.671
```

Properties
structure (SMILES): CNCCCN.O.O
energy relative to the best compared isomer or geometry (same formula, charge and spin): 159.77 kJ/mol
E_HOMO: -0.327 Eh

=====

11.
Entry from OMol25: a 3-piece molecular cluster, C4H16N2O2 overall at a distorted geometry (ωB97M-V with the def2-TZVPD basis set).

```
24
Properties=species:S:1:pos:R:3
C 0.969 -0.940 -0.056
C 0.393 0.481 -0.038
C -0.996 0.510 0.589
C -1.934 -0.432 0.579
N -1.252 1.737 1.379
N 1.880 -1.166 -1.218
H 1.540 -1.161 0.872
H 0.150 -1.675 -0.108
H 1.073 1.088 0.557
H 0.334 1.057 -0.952
H -2.827 -0.232 1.170
H -2.152 -1.190 -0.170
H -1.432 1.554 2.380
H -2.257 2.023 1.219
H -0.555 2.483 1.345
H 2.807 -1.580 -0.981
H 1.425 -1.823 -1.867
H 2.044 -0.380 -1.850
H 3.707 -3.888 -1.031
H 4.829 -2.963 -0.783
O 3.870 -3.010 -0.654
H -4.301 2.565 -0.391
H -3.696 3.936 -0.139
O -3.619 3.008 0.148
```

Properties
energy relative to the best compared isomer or geometry (same formula, charge and spin): 115.61 kJ/mol
total charge: +2
E_HOMO: -0.661 Eh

=====

12.
Entry from OMol25: a 3-piece molecular cluster, C4H16N2O2 overall at a distorted geometry (ωB97M-V with the def2-TZVPD basis set).

```
24
Properties=species:S:1:pos:R:3
C -1.007 -1.003 -0.257
C -0.705 0.505 -0.134
C 0.536 0.698 -1.028
C 2.607 1.938 -0.588
N 1.347 1.803 -0.506
N -2.119 -1.392 0.690
H -1.163 -1.250 -1.304
H -0.169 -1.589 0.086
H -1.568 1.091 -0.449
H -0.353 0.859 0.833
H 1.273 -0.064 -1.312
H 0.096 0.931 -2.084
H 3.153 1.144 -1.087
H 3.241 2.633 -0.029
H 0.850 2.486 0.077
H -2.580 -0.641 1.395
H -1.731 -2.131 1.290
H -2.903 -1.847 0.194
H -2.956 0.956 2.808
H -4.166 0.486 1.745
O -3.315 0.341 2.172
H 3.686 -2.055 -1.660
H 3.515 -2.669 -0.269
O 3.103 -2.070 -0.896
```

Properties
energy relative to the best compared isomer or geometry (same formula, charge and spin): 154.44 kJ/mol
total charge: +2
E_HOMO: -0.644 Eh

=====

Repeat the twelfth record exactly.
Entry from OMol25: a 3-piece molecular cluster, C4H16N2O2 overall at a distorted geometry (ωB97M-V with the def2-TZVPD basis set).

```
24
Properties=species:S:1:pos:R:3
C -1.007 -1.003 -0.257
C -0.705 0.505 -0.134
C 0.536 0.698 -1.028
C 2.607 1.938 -0.588
N 1.347 1.803 -0.506
N -2.119 -1.392 0.690
H -1.163 -1.250 -1.304
H -0.169 -1.589 0.086
H -1.568 1.091 -0.449
H -0.353 0.859 0.833
H 1.273 -0.064 -1.312
H 0.096 0.931 -2.084
H 3.153 1.144 -1.087
H 3.241 2.633 -0.029
H 0.850 2.486 0.077
H -2.580 -0.641 1.395
H -1.731 -2.131 1.290
H -2.903 -1.847 0.194
H -2.956 0.956 2.808
H -4.166 0.486 1.745
O -3.315 0.341 2.172
H 3.686 -2.055 -1.660
H 3.515 -2.669 -0.269
O 3.103 -2.070 -0.896
```

Properties
energy relative to the best compared isomer or geometry (same formula, charge and spin): 154.44 kJ/mol
total charge: +2
E_HOMO: -0.644 Eh